Entry 1:
C15H23Cl10NO7S | ωB97M-V/def2-TZVPD

Frontier orbital gap, eV: 9.121
SMILES string: O=NOC1=C(C[SH](=O)=O)C(=O)OC1=O.ClCCCl.ClCCCl.ClCCCl.ClCCCl.ClCCCl
LUMO, hartree: -0.0541
HOMO, eV: -10.6

Structure (ORCA input):
```
! wB97M-V def2-TZVPD RIJCOSX def2/J DEFGRID3
* xyz 0 1
O 0.9267 2.6599 -1.6136
N 0.8362 1.8779 -0.7968
O 1.9625 2.1118 0.2273
C 1.9395 1.2062 1.2115
C 2.6508 0.0735 1.3647
C 3.6633 -0.5964 0.4915
S 2.9087 -1.0568 -1.0606
O 3.2677 -0.0683 -2.0435
O 1.5531 -1.4583 -0.8009
C 2.2387 -0.5049 2.6719
O 2.6237 -1.4896 3.1957
O 1.2939 0.3209 3.2707
C 1.0569 1.3894 2.4123
O 0.2927 2.2400 2.6522
H 4.0042 -1.5297 0.9781
H 4.5293 0.0458 0.2706
H 3.6260 -2.1672 -1.3351
Cl 4.2634 2.5044 -7.1668
C 3.3611 1.7134 -5.8414
C 3.9923 1.9680 -4.4969
Cl 5.5776 1.1712 -4.3398
H 3.3236 0.6514 -6.0686
H 2.3521 2.1220 -5.8538
H 3.3571 1.5580 -3.7145
H 4.1459 3.0310 -4.3212
Cl -1.2684 -3.7958 3.0427
C -1.5873 -2.3897 4.0945
C -2.4874 -2.7489 5.2479
Cl -4.1334 -3.1651 4.6959
H -2.0380 -1.6185 3.4734
H -0.6275 -2.0395 4.4665
H -2.5727 -1.8954 5.9184
H -2.1033 -3.6044 5.7978
Cl -7.4452 -4.1975 4.2233
C -7.8210 -2.7634 5.2126
C -8.7571 -3.0859 6.3485
Cl -10.3943 -3.5062 5.7787
H -8.2456 -2.0122 4.5513
H -6.8751 -2.4004 5.6126
H -8.8577 -2.2139 6.9925
H -8.3897 -3.9258 6.9328
Cl 4.7904 8.4027 -6.0534
C 5.4567 6.8138 -6.5160
C 5.0523 5.7241 -5.5591
Cl 5.7989 5.9182 -3.9486
H 6.5382 6.9139 -6.5632
H 5.0716 6.5811 -7.5074
H 5.3741 4.7601 -5.9460
H 3.9740 5.7080 -5.4166
Cl -4.5529 -1.1394 -0.1008
C -4.1635 -2.7135 -0.8473
C -2.9238 -3.3278 -0.2495
Cl -1.4542 -2.4015 -0.6519
H -4.0490 -2.5460 -1.9153
H -5.0154 -3.3683 -0.6717
H -2.7884 -4.3334 -0.6447
H -2.9922 -3.3754 0.8350
*
```

=====

Entry 2:
C32H55ClP2PbSi2 | ωB97M-V/def2-TZVPD

Frontier orbital gap, eV: 6.081
Relative energy (zero: lowest compared OMol25 entry of this formula, charge and spin), eV: 1.336
LUMO, hartree: -0.0149
HOMO, eV: -6.5

Structure (ORCA input):
```
! wB97M-V def2-TZVPD RIJCOSX def2/J DEFGRID3
* xyz 0 1
Pb 0.2075 0.7504 -0.1055
C 1.6557 -1.8926 -2.1056
C 0.9777 -0.9886 -2.9323
C 1.8211 0.1958 -3.0945
Si -0.6676 -1.3867 -3.6783
C 2.8822 0.0724 -2.1679
C 2.6720 -1.1860 -1.4522
Si 3.5589 -1.8779 0.0164
H 1.4729 -2.9890 -2.0421
H 1.6922 0.9805 -3.8521
H 3.7484 0.7399 -2.0590
Cl -0.6008 4.8985 1.3691
C 3.3738 -3.7395 -0.0547
C 5.3451 -1.3309 -0.1006
C -0.8223 -3.2516 -3.7097
C -0.6993 -0.6427 -5.3954
H 5.8267 -1.8834 -0.9359
H 5.8876 -1.5666 0.8401
H 5.4492 -0.2494 -0.3096
H 2.3412 -4.0499 0.1970
H 4.0687 -4.2310 0.6528
H 3.5892 -4.1065 -1.0754
H 0.0185 -1.2025 -6.0322
H -0.3991 0.4225 -5.4075
H -1.7132 -0.7331 -5.8412
H 0.1053 -3.7060 -4.1037
H -1.6693 -3.5645 -4.3491
H -0.9835 -3.6570 -2.6921
C 2.8708 -1.2729 1.6648
C -2.1257 -0.6864 -2.7061
P 2.2908 0.4697 1.7854
H 3.6198 -1.4666 2.4725
H 1.9375 -1.8534 1.8683
P -1.9462 0.9674 -1.9165
H -2.2890 -1.3586 -1.8279
H -3.0381 -0.6816 -3.3528
C -3.5435 1.4663 -1.0399
C -1.7953 2.1878 -3.3091
C 3.7996 1.5341 1.5907
C 1.6769 0.8426 3.5328
C 0.1375 0.8019 3.6083
H 1.9991 1.8830 3.7529
C 2.2556 -0.0583 4.6305
H 1.9954 -1.1166 4.4624
H 1.8223 0.2335 5.6086
H 3.3507 0.0089 4.7055
H -0.3342 1.6719 3.0568
H -0.1545 0.8669 4.6998
H -0.2478 -0.1595 3.1586
H 4.2588 1.1467 0.6742
C 4.7843 1.3728 2.7352
C 3.4076 2.9877 1.3478
H 5.0919 0.3300 2.8821
H 4.3617 1.7354 3.6799
H 5.6940 1.9591 2.5298
H 2.8845 3.1245 0.3935
H 4.2937 3.6355 1.3279
H 2.7480 3.3761 2.1304
H -0.9983 1.7595 -3.9274
C -1.3224 3.5434 -2.7959
C -3.0600 2.2903 -4.1433
H -3.3791 1.3228 -4.5489
H -2.8882 2.9664 -4.9957
H -3.8922 2.6998 -3.5580
H -0.3048 3.5043 -2.3900
H -1.9670 3.9354 -2.0024
H -1.3226 4.2884 -3.6020
C -3.4375 1.2571 0.4848
C -4.8073 0.7714 -1.5603
H -3.6667 2.5555 -1.2237
H -4.7433 -0.3230 -1.4466
H -5.0070 0.9852 -2.6209
H -5.6814 1.1116 -0.9694
H -3.0677 0.2132 0.7095
H -4.4731 1.4081 0.9172
H -2.7321 2.0047 0.9668
C -0.0676 3.2507 0.5458
H 0.6495 3.5538 -0.2255
H -1.1757 3.0933 0.2130
H 0.3616 2.9224 1.5789
C -0.6831 -1.1641 0.7098
C -1.5025 -1.7171 1.4880
C -2.4561 -2.2228 2.4059
C -3.0878 -1.3104 3.3076
C -4.0554 -1.7531 4.2200
C -4.4460 -3.0842 4.2882
C -3.8284 -3.9837 3.4229
C -2.8594 -3.5859 2.4951
H -2.8205 -0.2594 3.2717
H -4.5077 -1.0240 4.9143
H -5.1765 -3.4090 5.0253
H -4.1157 -5.0502 3.4888
H -2.4231 -4.3230 1.8312
*
```

=====

Entry 3:
C4H4I2 | ωB97M-V/def2-TZVPD

Frontier orbital gap (spin up / spin down), eV: 6.690 / 6.687
Relative energy (zero: lowest compared OMol25 entry of this formula, charge and spin), eV: 4.805
LUMO (spin up / spin down), hartree: -0.1246 / -0.1187
HOMO (spin up / spin down), eV: -10.1 / -9.9

Structure (ORCA input):
```
! wB97M-V def2-TZVPD RIJCOSX def2/J DEFGRID3
* xyz 0 1
C 1.8923 -0.0483 -0.1539
C -2.3930 -1.5052 0.4346
C 1.2514 -0.0600 0.9134
C -2.8430 -1.2393 -0.6367
I 5.0945 1.8120 -0.5539
I -1.0287 3.8731 -0.5946
H 2.7065 -0.0542 -0.7925
H -1.6723 -1.7115 1.1391
H 0.4734 -0.1025 1.6625
H -3.4812 -0.9641 -1.4181
*
```

=====

Entry 4:
C10H12S | ωB97M-V/def2-TZVPD

Frontier orbital gap (spin up / spin down), eV: 7.172 / 7.873
Relative energy (zero: lowest compared OMol25 entry of this formula, charge and spin), eV: 3.450
LUMO (spin up / spin down), hartree: 0.0194 / 0.0017
HOMO (spin up / spin down), eV: -6.6 / -7.8

Structure (ORCA input):
```
! wB97M-V def2-TZVPD RIJCOSX def2/J DEFGRID3
* xyz 0 1
C 0.7651 -2.8646 0.5055
C -1.5477 -2.4595 -0.5114
C 0.6293 -1.5667 0.1448
C -0.7275 -1.3081 -0.2860
C 1.7703 -0.6162 0.3160
C -1.2362 -0.0461 -0.3472
C 1.3058 0.7814 0.5118
C -0.2643 1.0725 -0.0313
C -0.7335 1.9763 1.0268
C -0.0476 1.8675 -1.3735
S -0.6609 -3.8512 -0.0271
H 1.6507 -3.4195 0.7460
H -2.5477 -2.5084 -0.8237
H 2.3003 -0.9463 1.1945
H 2.5473 -0.8583 -0.4305
H -2.2152 0.1714 -0.4499
H 1.6331 1.5897 1.1934
H -0.2996 2.9268 0.9142
H -0.5766 1.6035 2.0281
H -1.7591 2.1464 0.8460
H 0.0029 1.2169 -2.2001
H 0.9237 2.4211 -1.4016
H -0.9128 2.6716 -1.5449
*
```

=====

Entry 5:
C3H3BrO2 | ωB97M-V/def2-TZVPD

Frontier orbital gap, eV: 10.241
Relative energy (zero: lowest compared OMol25 entry of this formula, charge and spin), eV: 0.993
LUMO, hartree: 0.0252
HOMO, eV: -9.6

Structure (ORCA input):
```
! wB97M-V def2-TZVPD RIJCOSX def2/J DEFGRID3
* xyz 0 1
C 0.9587 -0.1416 0.6378
C 2.0401 1.8981 -1.4174
C 1.2650 -1.2625 1.2663
O 0.6311 0.8428 0.0777
O 3.0107 1.8426 -0.8342
Br -4.8141 0.6293 -1.1171
H 1.1669 -2.1905 0.7217
H 1.4048 -1.2198 2.3313
H -5.6632 -0.3983 -1.6661
*
```